1.
The following is a quantum chemistry calculation of a molecular structure, C8H6N2NiO4S in a non-equilibrium geometry, from the Open Molecules 2025 dataset.

Positions of all 22 atoms, in Å:
1 N 0.107 1.707 1.256
2 H -1.288 -0.258 3.462
3 H 0.319 2.577 0.771
4 O -0.105 2.976 -1.850
5 O 2.652 -0.011 -3.526
6 C 0.300 -1.825 1.721
7 Ni 0.143 0.006 -2.003
8 O -2.558 -0.074 -3.411
9 N 0.082 -0.384 1.796
10 C -0.762 0.274 2.688
11 C -0.139 1.826 -1.731
12 H -1.219 2.447 2.803
13 H -0.084 -2.231 0.773
14 C 0.607 0.498 0.916
15 S 1.696 0.098 -0.341
16 C -1.481 -0.133 -3.013
17 H -0.225 -2.293 2.561
18 C 1.552 -0.036 -3.184
19 O -0.094 -2.935 -1.922
20 C -0.146 -1.784 -1.905
21 H 1.375 -2.040 1.781
22 C -0.731 1.597 2.358

- <S²>: 2.033
- Net charge: +2
- Multiplicity: 3
- Energy relative to the best compared isomer or geometry (same formula, charge and spin): 0.0 kJ/mol
- Lowest unoccupied orbital energy (alpha / beta): -7.8 / -11.8 eV
- Orbital gap (alpha / beta): 8.96 / 5.30 eV

---

2.
The following is a quantum chemistry calculation of C8H6N2OS2 in the gas phase in a non-equilibrium geometry, from the Open Molecules 2025 dataset.

Positions of all 19 atoms, in Å:
1 H -2.610 -1.495 1.969
2 C -2.485 -1.162 0.930
3 H -2.023 1.312 -1.857
4 N 3.570 -0.415 -0.595
5 C 2.647 0.619 -0.694
6 H -3.984 -0.101 -1.989
7 C 1.351 0.317 -0.087
8 C -3.205 -0.277 -1.116
9 O 0.201 2.240 1.332
10 S 0.149 1.584 -0.017
11 H 3.311 -2.682 -0.114
12 C 2.931 -1.485 -0.134
13 C -2.107 0.545 -1.087
14 S 1.315 -1.350 0.333
15 C -3.442 -1.105 -0.121
16 H -4.466 -1.897 -0.164
17 H 2.949 1.548 -1.018
18 C -1.232 0.435 -0.147
19 N -1.418 -0.395 0.907

- Net charge: 0
- Energy relative to the best compared isomer or geometry (same formula, charge and spin): 297.1 kJ/mol
- Lowest unoccupied orbital energy: 0.0 eV
- Orbital gap: 9.26 eV

---

3.
The following is a quantum chemistry calculation of C8H6N2S in the gas phase in a non-equilibrium geometry, from the Open Molecules 2025 dataset.

Positions of all 17 atoms, in Å:
1 H -0.003 2.005 1.248
2 C 0.848 -1.296 -0.543
3 S -1.687 -2.243 -0.498
4 H 2.386 1.668 0.219
5 C 1.620 0.765 0.253
6 C 1.872 -0.423 -0.234
7 C -0.389 -1.234 -0.006
8 H -0.399 -0.481 2.052
9 H -1.904 -1.782 -1.693
10 C -0.303 1.604 -0.655
11 H 2.895 -0.679 -0.695
12 C -2.028 0.420 0.920
13 H 1.121 -2.255 -1.122
14 N -0.533 1.886 -1.735
15 N -2.970 1.057 0.868
16 C 0.191 1.134 0.589
17 C -0.717 -0.147 1.034

- SMILES: N#C[C@@H]1C=CC=C(S)[C@@H]1C#N
- Net charge: 0
- Energy relative to the best compared isomer or geometry (same formula, charge and spin): 284.8 kJ/mol
- Lowest unoccupied orbital energy: -0.5 eV
- Orbital gap: 8.71 eV

---

4.
The following is a quantum chemistry calculation of a gas-phase ion, C8H6NO4S (charge -1) in a non-equilibrium geometry, from the Open Molecules 2025 dataset.

Positions of all 20 atoms, in Å:
1 H -3.555 -0.508 1.153
2 S -0.719 -0.692 -2.885
3 N 1.270 0.344 -1.588
4 C -1.872 -0.378 -0.115
5 C -1.813 -1.221 2.146
6 C 2.262 2.293 -0.291
7 H -2.319 -0.084 -1.006
8 O 1.463 2.881 -1.003
9 C -2.530 -0.764 1.062
10 O 1.922 0.621 -2.804
11 O 2.070 0.643 -0.517
12 H 0.237 -1.444 2.923
13 H 2.018 1.676 -2.870
14 C 0.134 -0.229 -1.550
15 H 1.290 -1.070 1.134
16 O 3.186 2.485 0.370
17 C 0.211 -1.002 0.927
18 H -2.266 -1.694 3.009
19 C -0.506 -0.549 -0.212
20 C -0.481 -1.308 2.116

- SMILES: O=C([O-])ON(O)C(=S)c1ccccc1
- Net charge: -1
- Energy relative to the best compared isomer or geometry (same formula, charge and spin): 16.6 kJ/mol
- Lowest unoccupied orbital energy: 3.3 eV
- Orbital gap: 7.87 eV